Entry 1:
13
Properties=species:S:1:pos:R:3:forces:R:3 method="wB97M-V/def2-TZVPD" orbital_gap_ev=8.4046 homo_ev=-14.20 smiles="C=[N+]=C/C=N/C" e_lumo_ev=-5.795 total_charge=+1 relative_energy_kcal_mol=113.0
C -0.449 -0.212 0.210 -0.685 0.608 -1.699
C 0.984 0.059 0.609 0.538 1.336 2.032
C 3.121 0.200 -0.654 2.935 2.231 0.686
C -2.762 -0.155 0.039 -3.879 -1.791 0.422
N -1.592 0.154 0.683 5.003 -0.203 2.608
N 2.118 0.098 0.028 -5.329 -0.988 -0.103
H -0.462 -0.524 -0.802 0.097 -1.194 -1.164
H 1.235 0.359 1.621 -0.877 0.152 0.631
H 3.875 -0.522 -0.365 0.445 -0.504 -1.226
H 3.384 1.254 -0.985 -0.218 -1.496 -0.304
H -3.671 -0.130 0.761 1.649 0.431 -1.093
H -2.894 0.579 -0.714 -0.535 0.857 -0.871
H -2.887 -1.160 -0.431 0.855 0.561 0.082



Entry 2:
8
Properties=species:S:1:pos:R:3:forces:R:3 method="wB97M-V/def2-TZVPD" orbital_gap_ev=10.4554 homo_ev=-10.10 smiles="O=POCO" e_lumo_ev=0.351 total_charge=0 relative_energy_kcal_mol=25.0
C 0.841 0.329 0.029 -2.965 -0.367 -0.253
O -3.126 -0.374 -0.294 -1.315 -0.413 -0.208
O 1.613 -0.616 0.564 0.171 -0.398 0.137
O -0.718 -0.280 -0.097 2.472 1.151 0.177
P -2.083 0.536 0.133 1.496 -0.033 0.080
H 1.030 0.606 -1.007 0.017 -0.124 0.075
H 0.737 1.171 0.705 0.159 0.005 -0.027
H 1.706 -1.371 -0.034 -0.034 0.178 0.018



Entry 3:
11
Properties=species:S:1:pos:R:3:forces:R:3 method="wB97M-V/def2-TZVPD" orbital_gap_ev=7.2622 homo_ev=-9.55 smiles="Cc1nnc(=S)on1" e_lumo_ev=-2.291 total_charge=0 relative_energy_kcal_mol=135.8
C -0.985 -0.944 -1.512 2.014 -1.577 1.315
C -0.084 -0.219 -0.416 -0.814 -2.038 -2.045
C 1.000 1.006 1.809 1.097 -1.038 -2.124
H -1.370 -0.132 -2.134 0.259 -0.533 -0.415
H -0.254 -1.779 -1.987 -2.076 2.172 0.616
H -1.906 -1.472 -1.029 1.872 0.989 -0.554
N -0.689 0.781 0.197 -1.053 3.116 4.638
N -0.220 1.303 1.316 -3.446 0.460 -2.781
N 1.123 -0.515 -0.163 0.857 -0.916 1.042
O 1.627 0.055 1.018 1.291 -0.075 0.039
S 1.759 1.915 2.901 -0.003 -0.560 0.270



Entry 4:
14
Properties=species:S:1:pos:R:3:forces:R:3 method="wB97M-V/def2-TZVPD" orbital_gap_ev=10.5558 homo_ev=-9.69 smiles=CC#C[C@@H](C)O e_lumo_ev=0.864 total_charge=0 relative_energy_kcal_mol=46.4
C -0.680 -2.610 -0.752 -0.025 -0.100 -0.013
C -0.470 -1.169 -0.635 0.126 0.502 0.088
C -0.199 -0.005 -0.469 0.016 -0.554 -0.014
C 0.500 1.233 -0.081 -0.289 0.103 -0.052
C -0.235 2.039 0.984 -0.035 0.030 0.048
O 1.757 0.853 0.475 0.238 -0.080 -0.073
H -1.567 -2.860 -1.338 0.081 0.066 0.055
H -0.784 -3.050 0.245 -0.033 0.034 -0.168
H 0.191 -3.066 -1.233 -0.171 0.017 0.036
H 0.669 1.863 -0.967 -0.048 -0.107 0.119
H -0.649 1.376 1.748 0.096 0.081 -0.091
H 0.483 2.713 1.460 -0.116 -0.033 -0.099
H -1.046 2.632 0.552 0.090 -0.128 0.018
H 2.030 0.052 0.011 0.067 0.169 0.145



Entry 5:
99
Properties=species:S:1:pos:R:3:forces:R:3 method="wB97M-V/def2-TZVPD" orbital_gap_ev="5.6116 / 5.6141" homo_ev="-3.85 / -3.85" e_lumo_ev="1.764 / 1.765" total_charge=-1 relative_energy_kcal_mol=68.2
Zn 0.939 0.448 -0.567 0.160 0.308 0.154
C -3.057 -3.602 -3.661 1.211 -2.393 -2.378
C -1.554 -3.452 -4.070 -0.406 -0.006 -0.392
C -0.714 -2.918 -2.953 1.059 0.774 1.458
C 0.022 -3.624 -2.044 -0.512 0.558 -0.037
C 0.231 -5.095 -2.041 0.777 -1.222 -1.649
C 1.615 -5.480 -2.694 0.390 -0.362 1.602
C 0.561 -2.663 -1.039 -0.113 1.195 -0.799
N 0.159 -1.375 -1.372 -0.704 -1.265 -0.663
C -0.563 -1.475 -2.505 0.217 -0.332 -0.327
C -1.031 -0.363 -3.222 0.334 -2.416 -0.446
C -1.143 0.897 -2.746 -0.920 0.736 -0.379
C -1.851 1.944 -3.480 -0.251 0.944 -1.651
C -2.411 1.937 -4.895 -0.904 0.038 0.222
C -3.766 1.249 -5.036 0.922 -3.715 -0.404
C -1.822 3.035 -2.719 -0.023 -0.107 2.179
C -1.145 2.624 -1.463 -0.017 0.650 0.473
C -0.924 3.431 -0.367 0.435 -1.291 1.473
C -0.240 3.083 0.877 -1.549 -0.600 -3.412
N 0.460 1.925 0.984 -0.695 1.353 -0.056
C 0.939 2.002 2.220 1.860 -1.167 3.007
C 1.761 1.002 2.826 -0.372 -0.997 -0.575
C 1.988 -0.310 2.331 -0.396 0.960 -0.631
N 1.424 -0.813 1.173 0.005 2.010 0.361
C 1.922 -2.012 1.011 -1.050 -0.945 -1.802
C 1.440 -2.874 -0.019 0.418 -1.868 0.257
C 2.837 -2.375 2.031 -0.706 -1.855 -0.325
C 2.848 -1.338 2.865 0.591 2.083 1.391
C 3.516 -1.185 4.178 -0.257 1.642 0.565
C 2.630 -1.795 5.262 1.700 -0.313 0.635
C 3.366 -3.764 2.184 2.749 1.518 0.080
C 4.111 -4.253 0.906 0.588 0.522 0.370
C 0.522 3.190 2.967 -0.810 0.159 -3.357
C -0.286 3.882 2.039 1.090 -1.109 1.470
C -1.045 5.132 2.306 0.832 2.305 -1.973
C -2.500 4.915 2.644 -0.650 -0.613 -0.126
C 1.082 3.636 4.225 -0.332 0.921 1.322
C 2.183 4.661 4.174 0.908 0.694 -0.079
N -0.787 1.310 -1.538 0.651 0.469 0.336
C -2.306 4.408 -2.911 0.508 1.290 -0.952
C -1.124 5.304 -3.412 -1.067 0.141 0.686
H -3.653 -3.914 -4.578 0.633 0.044 1.159
H -3.410 -2.681 -3.406 -1.019 2.532 1.026
H -3.172 -4.306 -2.848 -0.164 -0.179 0.126
H -1.554 -2.705 -4.885 0.219 -0.465 0.079
H -1.150 -4.426 -4.466 -0.335 0.994 0.382
H -0.454 -5.664 -2.701 -0.312 0.772 0.426
H 0.070 -5.519 -1.079 0.235 -0.290 1.030
H 1.464 -5.355 -3.766 0.656 0.237 0.060
H 2.007 -6.518 -2.487 -1.012 0.674 -0.259
H 2.418 -4.872 -2.230 -0.388 0.179 -0.843
H -1.298 -0.559 -4.245 -0.476 0.024 -0.232
H -1.723 1.439 -5.512 1.040 -0.986 -0.922
H -2.496 2.909 -5.399 0.202 0.272 0.789
H -3.696 0.183 -4.634 0.264 1.122 -0.162
H -4.155 0.990 -6.043 0.443 0.976 0.171
H -4.530 1.623 -4.443 -1.439 1.329 0.967
H -1.468 4.328 -0.247 -0.347 1.143 -0.548
H 2.216 1.207 3.801 -0.263 0.067 -0.436
H 1.764 -3.921 0.059 -0.057 0.448 0.000
H 3.731 -0.080 4.398 -0.326 -1.482 -0.304
H 4.473 -1.668 4.203 0.644 -0.381 -0.077
H 1.642 -1.389 5.269 -0.511 0.720 0.400
H 3.200 -1.766 6.233 -1.067 0.068 -0.621
H 2.485 -2.824 4.983 0.013 -0.702 0.098
H 2.632 -4.463 2.420 -1.657 -1.070 0.375
H 4.021 -3.745 3.092 -0.122 -0.160 -0.782
H 4.306 -3.430 0.168 -0.013 -0.790 0.837
H 3.497 -4.984 0.436 -0.576 -0.504 -0.712
H 5.021 -4.820 1.148 0.063 0.498 -0.019
H -0.890 5.902 1.394 -0.382 -1.540 2.024
H -0.576 5.550 3.178 0.365 0.670 0.319
H -2.989 4.527 1.753 -0.369 -0.063 0.045
H -3.131 5.720 3.084 0.880 -0.110 -0.449
H -2.459 4.107 3.364 -0.481 -0.279 0.264
H 1.468 2.789 4.717 0.587 -1.138 0.818
H 0.380 4.040 4.938 -0.947 0.002 0.061
H 3.012 4.216 3.625 0.263 0.343 -0.064
H 2.524 4.941 5.188 -0.052 -0.390 -0.284
H 1.913 5.623 3.718 -0.137 -0.398 -0.235
H -2.667 4.875 -1.999 -0.077 -0.296 0.298
H -3.113 4.499 -3.630 -0.281 -0.291 -0.165
H -0.309 5.061 -2.731 0.417 0.246 -0.489
H -1.407 6.366 -3.276 0.267 -0.393 -0.181
H -0.919 5.117 -4.469 0.320 -0.074 0.267
F 3.220 2.036 -2.131 0.051 0.280 0.044
B 2.744 0.901 -1.603 0.712 -1.425 -0.594
F 3.589 -0.164 -2.000 -0.749 1.041 0.471
C -1.771 -0.508 1.223 -0.421 -0.923 0.440
N -2.229 -1.767 1.904 1.240 0.447 -0.546
C -1.209 -2.772 2.290 0.410 1.380 0.827
C -3.389 -1.766 2.502 1.577 -0.224 -1.011
N -4.452 -1.823 2.899 -2.634 0.001 1.360
H -0.971 -0.885 0.617 0.490 0.380 -0.293
H -1.394 0.264 1.932 -0.412 -0.498 -0.515
H -2.552 -0.157 0.524 0.275 0.039 0.649
H -0.616 -3.075 1.392 -0.428 0.318 0.963
H -1.703 -3.606 2.769 -0.288 -0.392 -0.291
H -0.580 -2.331 3.138 -0.199 -0.495 -1.367



Entry 6:
17
Properties=species:S:1:pos:R:3:forces:R:3 method="wB97M-V/def2-TZVPD" orbital_gap_ev=9.1625 homo_ev=-12.45 e_lumo_ev=-3.285 total_charge=+1 relative_energy_kcal_mol=35.1
C 0.202 0.379 -0.751 0.598 0.218 0.117
C 1.329 0.975 -0.307 -0.370 0.481 -0.734
N 2.364 1.314 -1.310 0.896 -0.614 -0.049
N -0.885 0.173 -0.021 -0.669 -0.442 0.372
H 0.173 0.068 -1.792 -0.182 -0.186 0.029
H 1.499 1.388 0.669 0.084 0.022 0.137
H 2.259 0.789 -2.181 -0.353 -0.094 0.053
H 2.514 2.284 -1.605 -0.442 0.176 0.396
H 3.259 0.986 -0.945 0.204 0.155 -0.017
H -0.888 0.452 0.946 0.330 0.016 0.151
H -1.508 -0.617 -0.180 -0.060 0.293 -0.445
H 0.690 -1.068 3.286 -0.103 -0.017 0.196
H -0.800 -0.687 3.480 0.153 -0.101 0.214
O -0.127 -0.877 2.819 -0.087 0.194 -0.389
H -3.111 -2.108 -1.414 -0.183 -0.140 0.008
H -3.820 -1.908 -0.055 -0.050 -0.105 -0.057
O -3.150 -1.542 -0.639 0.235 0.144 0.019